[1]
The following is a DFT calculation (ωB97M-V/def2-TZVPD) of a cluster of 2 separate species, C2H4N2OS in total at a distorted geometry.

Its SMILES is NN=C=S.C=O. For the HOMO-LUMO gap, the calculation gives 8.76 eV. The lowest unoccupied orbital energy comes out at 0.0267 hartree. The value obtained for the largest force on an atom is 4.2 eV Å⁻¹. For the total energy, the calculation gives -17998.5168 eV.

Each line ends with the Löwdin charge.
CARTESIAN COORDINATES (ANGSTROEM)
N1 0.30096 -2.20356 0.08403  0.011
N2 1.30193 -1.37872 -0.07325  -0.081
C1 1.80011 -0.36236 -0.41365  -0.775
S1 2.62171 0.99179 -0.47881  0.591
H1 -0.57948 -1.87255 -0.27016  0.084
H2 0.38512 -2.89346 0.95288  0.170
C2 -1.42193 1.90342 0.07842  -0.167
O1 -1.49117 0.76284 -0.15711  0.015
H3 -0.71155 2.48534 -0.38323  0.039
H4 -2.20570 2.56727 0.66088  0.113

[2]
The following is a DFT calculation (ωB97M-V/def2-TZVPD) of an isolated molecule of C6H9NO at a distorted geometry.

Its SMILES is CN1[C@H]2[C@H](O)C=C[C@H]21. For the HOMO-LUMO gap, the calculation gives 10.08 eV. The lowest unoccupied orbital energy comes out at 0.0349 hartree. The value obtained for the largest force on an atom is 4.0 eV Å⁻¹. For the total energy, the calculation gives -9901.6947 eV.

Each line ends with the Löwdin charge.
CARTESIAN COORDINATES (ANGSTROEM)
C1 -2.44564 -0.53061 -0.02216  -0.082
N1 -1.22582 0.18776 -0.64218  0.009
C2 -0.04154 -0.56814 -0.00777  -0.183
C3 1.40619 -0.50743 -0.53074  -0.318
O1 2.27049 -1.06553 0.48677  -0.016
C4 1.67830 0.91657 -0.41220  -0.063
C5 0.64694 1.61211 0.12386  -0.010
C6 -0.52792 0.72008 0.46406  -0.351
H1 -3.34779 0.03951 -0.41769  0.092
H2 -2.29710 -0.46322 1.03956  0.056
H3 -2.78762 -1.52390 -0.36315  0.079
H4 -0.24174 -1.55203 0.54689  0.169
H5 1.60750 -1.08076 -1.48670  0.166
H6 3.11250 -1.14341 0.12224  0.050
H7 2.46311 1.36050 -1.00018  0.105
H8 0.61512 2.71112 0.60000  0.145
H9 -0.88497 0.88738 1.49939  0.152

[3]
The following is a DFT calculation (ωB97M-V/def2-TZVPD) of a cluster of 2 separate species, C2H5FS in total at a distorted geometry.

For the HOMO-LUMO gap, the calculation gives 8.57 eV. The lowest unoccupied orbital energy comes out at -0.0164 hartree. The value obtained for the largest force on an atom is 6.5 eV Å⁻¹. For the total energy, the calculation gives -15705.3905 eV.

Each line ends with the Löwdin charge.
CARTESIAN COORDINATES (ANGSTROEM)
C1 -0.93649 0.50116 0.48040  -0.087
C2 -0.07923 -0.42163 -0.32217  -0.268
F1 -0.07536 -1.71139 0.19000  -0.059
S1 2.26455 0.19883 0.13827  0.398
H1 -0.54700 0.93132 1.29214  0.022
H2 -1.98472 0.05499 0.75964  0.139
H3 -1.07820 1.33900 -0.13912  0.063
H4 -0.03488 -0.56400 -1.31706  0.058
H5 2.47132 -0.32828 -1.08210  -0.265